#a
The following is a DFT calculation (ωB97M-V/def2-TZVPD) of an isolated ion of composition C5H13N2O and charge +1.

Calculated values
Kohn-Sham gap (eV): 10.1
SMILES: C[C@H]([NH3+])CNCC=O
Net charge: +1
LUMO energy (Ha): -0.116

Structure (XYZ):
```
21
Properties=species:S:1:pos:R:3:lowdin_charge:R:1
H 1.357 -2.891 0.986 0.16
C 0.600 0.119 0.603 -0.17
C 0.995 -2.304 0.046 -0.21
O -1.309 -1.829 -0.188 0.02
N 1.209 -0.898 -0.173 -0.06
C -0.086 1.144 -0.421 -0.29
H -0.384 3.207 -0.914 0.09
H 1.542 -2.947 -0.734 0.16
N -1.560 0.990 -0.229 0.17
H -0.224 2.956 0.834 0.08
H 2.245 -0.860 -0.174 0.15
H 1.207 2.940 -0.156 0.11
H -0.255 -0.217 1.231 0.12
H 1.188 0.679 1.332 0.13
H -1.850 1.285 0.802 0.23
H -2.030 1.554 -0.935 0.16
H -0.655 -3.806 0.032 0.16
H -1.918 0.035 -0.306 0.12
C 0.130 2.645 -0.130 -0.05
H 0.248 0.866 -1.444 0.16
C -0.451 -2.668 -0.065 -0.22
```


#b
The following is a DFT calculation (ωB97M-V/def2-TZVPD) of an isolated ion of composition C5H13N2O and charge +1.

Calculated values
Kohn-Sham gap (eV): 10.4
SMILES: C[C@H]1[NH2+]COC[C@@H]1N
Net charge: +1
LUMO energy (Ha): -0.113

Structure (XYZ):
```
21
Properties=species:S:1:pos:R:3:lowdin_charge:R:1
O -1.532 -0.634 -1.384 -0.10
N 1.041 2.028 -0.441 0.07
H 1.632 -0.774 2.360 0.08
H 0.399 0.612 2.460 0.11
H -0.860 1.306 0.318 0.16
C 0.595 -0.385 0.477 -0.23
C 0.043 0.898 -0.271 -0.28
C 1.073 -0.017 1.855 -0.04
N -0.619 -1.350 0.585 0.11
C -0.927 -1.733 -0.843 -0.15
H -1.341 -0.844 1.054 0.16
H 1.364 2.266 -1.348 0.06
H 1.896 0.695 1.906 0.09
H -1.672 -2.540 -0.679 0.16
H 0.624 2.829 0.043 0.09
C -0.811 0.593 -1.591 -0.11
H 1.198 -0.903 -0.185 0.12
H -0.028 -2.076 -1.520 0.20
H -1.490 1.461 -1.696 0.14
H -0.487 -2.000 1.380 0.20
H -0.099 0.570 -2.480 0.15
```


Top of the stability list: #a, leading by 0.0359 hartree.


#a
The following is a DFT calculation (ωB97M-V/def2-TZVPD) of an isolated ion of composition C5H13N2O and charge +1.

Calculated values
Kohn-Sham gap (eV): 10.6
SMILES: CC[C@H]([NH3+])C(=O)NC
Net charge: +1
LUMO energy (Ha): -0.123

Structure (XYZ):
```
21
Properties=species:S:1:pos:R:3:lowdin_charge:R:1
H 1.606 1.177 -1.687 0.09
N -1.691 -0.933 0.993 0.20
H 2.135 -0.289 1.255 0.08
N -0.474 1.362 -1.558 0.05
H -1.056 1.861 -2.218 0.16
H -2.437 -0.436 1.486 0.18
H -2.151 -1.518 0.290 0.18
O -2.444 0.671 -0.705 0.07
H 1.237 -1.515 2.061 0.08
H 0.970 2.783 -1.912 0.09
C 1.633 -1.228 1.099 -0.07
C 0.561 -1.010 0.041 -0.19
C 0.867 1.892 -1.331 -0.04
C -0.584 -0.058 0.511 -0.18
C -1.224 0.725 -0.655 -0.45
H 0.098 -1.945 -0.292 0.13
H 0.993 -0.643 -0.862 0.09
H 1.043 2.151 -0.292 0.10
H -0.184 0.427 1.395 0.16
H -1.331 -1.614 1.663 0.17
H 2.431 -1.861 0.719 0.09
```


#b
The following is a DFT calculation (ωB97M-V/def2-TZVPD) of C5H13N2O as an isolated structure.

Calculated values
Kohn-Sham gap (eV): 4.3
Net charge: +1
LUMO energy (Ha): -0.306

Structure (XYZ):
```
21
Properties=species:S:1:pos:R:3:lowdin_charge:R:1
C 1.228 2.604 -0.450 -0.18
H -5.138 -2.177 0.022 0.01
H -0.155 -2.249 -0.050 0.14
H -0.645 0.566 1.173 0.09
H -0.112 0.826 -1.218 0.13
H 0.517 -0.616 1.783 0.14
N -4.296 -2.474 -0.449 -0.01
H 1.634 0.860 -1.709 0.13
H 0.385 3.238 0.051 0.17
N 1.246 0.929 0.412 -0.10
C -0.032 -0.236 0.912 -0.08
C 2.678 0.644 0.539 -0.08
H 3.088 1.395 1.301 0.13
O 2.411 3.207 -0.546 0.02
C 0.889 1.222 -0.989 -0.11
H -1.577 -1.151 -0.431 0.07
C -0.647 -1.227 0.090 0.23
H -3.450 -2.054 -0.073 -0.05
H 3.226 0.636 -0.518 0.14
H 2.977 -0.434 0.903 0.14
H -4.228 -3.507 -0.753 0.07
```


Top of the stability list: #a, leading by 0.3116 hartree.